[1]
{"formula": "C5H11N", "method": "ωB97M-V/def2-TZVPD", "species": ["C", "C", "C", "C", "C", "N", "H", "H", "H", "H", "H", "H", "H", "H", "H", "H", "H"], "coordinates": [[-2.09, -0.08, -0.59], [1.23, 0.91, -1.12], [0.40, -1.20, -0.39], [1.46, 0.25, 1.40], [0.93, -0.07, 0.01], [-2.51, -0.12, 0.65], [-2.62, -0.88, -1.17], [0.23, 1.25, -1.36], [1.95, 1.73, -0.96], [1.64, 0.43, -2.10], [-2.21, 0.58, 1.35], [0.34, -1.23, -1.51], [0.02, -1.97, 0.12], [1.85, 1.29, 1.46], [0.66, -0.12, 2.07], [2.29, -0.32, 1.86], [-3.48, -0.41, 0.85]], "nbo_charge": [-0.081, -0.669, -0.407, -0.669, 0.037, -0.766, 0.100, 0.247, 0.207, 0.212, 0.375, 0.197, 0.189, 0.220, 0.218, 0.228, 0.363], "homo_energy_ev": -7.637, "fmax_ha_per_bohr": 0.072, "total_energy_ev": -6849.083, "relative_energy_kcal_mol": 102.5, "lumo_ha": 0.035}

[2]
{"formula": "C5H11N", "method": "ωB97M-V/def2-TZVPD", "species": ["C", "C", "C", "C", "C", "H", "H", "H", "H", "H", "H", "H", "H", "N", "H", "H", "H"], "coordinates": [[0.37, 0.72, -2.06], [-0.07, 0.42, -0.97], [0.20, -0.03, 0.61], [0.39, -1.55, 0.63], [1.43, 0.72, 1.12], [0.91, 0.99, -2.94], [-0.61, 0.19, 1.32], [1.04, -1.89, 1.44], [-0.57, -2.06, 0.76], [0.82, -1.92, -0.31], [1.13, 1.66, 1.60], [2.00, 0.15, 1.86], [2.11, 0.98, 0.30], [-2.38, 0.44, -0.82], [-1.94, 0.65, 0.13], [-2.45, 1.10, -1.60], [-2.37, -0.56, -1.05]], "nbo_charge": [-0.356, 0.009, -0.238, -0.612, -0.610, 0.238, 0.199, 0.211, 0.209, 0.225, 0.211, 0.209, 0.228, -1.092, 0.392, 0.399, 0.379], "homo_energy_ev": -8.023, "fmax_ha_per_bohr": 0.067, "total_energy_ev": -6849.801, "relative_energy_kcal_mol": 86.0, "lumo_ha": 0.038}

Number 1: frontier orbital gap 8.58 eV. Number 2: frontier orbital gap 9.06 eV.